No. 1
This record from OMol25 describes a structure of composition C3H4N2O. The level of theory is ωB97M-V/def2-TZVPD.

XYZ file:
```
10
Properties=species:S:1:pos:R:3:forces:R:3:mulliken_charge:R:1
O 1.77019 -0.26947 -0.45748 0.062 -0.191 0.069 -0.53
C 0.48001 0.01894 -0.15909 -0.269 0.193 0.093 0.87
C -0.52965 -0.76101 0.56456 -0.019 -0.089 0.181 -0.55
N -1.61800 0.00237 0.75436 0.159 -0.041 -0.062 -0.41
N -1.39191 1.20347 0.21026 0.164 -0.061 -0.045 -0.38
C -0.18056 1.25589 -0.33164 0.039 -0.034 -0.058 -0.44
H 2.06817 -1.02442 0.06583 0.007 0.148 -0.036 0.34
H -0.43823 -1.77189 0.94708 0.011 0.160 -0.075 0.44
H -0.35240 -0.78775 -0.75215 -0.097 0.025 -0.159 0.23
H 0.19238 2.13388 -0.84174 -0.058 -0.112 0.093 0.43
```
Forces are in eV/Å.

Properties
energy above the lowest of the compared OMol25 structures with the same formula, charge and spin	3.5983	eV
total charge	0
LUMO	0.19	eV
E_tot	-8200.2871	eV

No. 2
This record from OMol25 describes an isolated molecule of C3H4N2O. The level of theory is ωB97M-V/def2-TZVPD.

XYZ file:
```
10
Properties=species:S:1:pos:R:3:forces:R:3:mulliken_charge:R:1
C 2.54728 -0.29328 0.14806 -3.038 -0.626 -1.238 -0.28
C -0.60998 0.81425 -0.13344 6.244 0.528 0.717 -0.16
C -1.43979 -0.32627 -0.18100 -5.265 -3.464 2.159 0.07
H 2.77587 0.75274 0.32100 -0.111 -0.015 0.262 0.31
H 3.43434 -0.87888 0.15857 -0.004 -1.537 -0.245 0.31
H -0.91269 1.79868 -0.21485 -1.209 1.792 0.314 0.43
H -0.77238 -1.28183 -0.40870 -2.134 1.461 0.325 0.35
N 1.25715 -0.60120 -0.16094 5.454 3.364 2.402 -0.31
N 0.76613 0.76840 0.05346 -6.751 -1.698 -2.087 -0.23
O -2.70914 -0.34117 0.23683 6.814 0.196 -2.609 -0.48
```
Forces are in eV/Å.

Properties
energy above the lowest of the compared OMol25 structures with the same formula, charge and spin	5.0772	eV
SMILES	C=N/N=C\C=O
total charge	0
LUMO	-1.33	eV
E_tot	-8198.8083	eV

No. 3
This record from OMol25 describes an isolated molecule of C3H4N2O. The level of theory is ωB97M-V/def2-TZVPD.

XYZ file:
```
10
Properties=species:S:1:pos:R:3:forces:R:3:mulliken_charge:R:1
N -1.37635 -0.09722 -1.70315 0.051 0.195 0.337 -0.57
C -0.98010 0.34169 -0.59539 -0.290 -0.195 -0.199 0.06
O 0.27027 0.89206 -0.48450 -0.020 0.060 -0.157 -0.36
C 1.21068 0.07007 0.16267 0.210 -0.114 0.037 -0.24
C 0.79249 -0.31156 1.53218 -0.287 -0.262 1.014 0.28
N 0.43378 -0.62770 2.58597 0.399 0.359 -1.144 -0.38
H -2.33979 -0.42284 -1.62790 0.094 0.024 0.012 0.27
H -1.54117 0.36433 0.34540 0.000 -0.052 -0.108 0.42
H 2.14097 0.63984 0.19460 -0.100 -0.104 0.138 0.25
H 1.38922 -0.84868 -0.40988 -0.056 0.090 0.070 0.26
```
Forces are in eV/Å.

Properties
energy above the lowest of the compared OMol25 structures with the same formula, charge and spin	1.8560	eV
SMILES	[H]/N=C/OCC#N
total charge	0
LUMO	0.78	eV
E_tot	-8202.0294	eV

No. 4
This record from OMol25 describes an isolated molecule of C3H4N2O. The level of theory is ωB97M-V/def2-TZVPD.

XYZ file:
```
10
Properties=species:S:1:pos:R:3:forces:R:3:mulliken_charge:R:1
C -0.36766 -0.00148 -0.02401 -2.787 -0.694 -1.448 0.44
C 0.30659 1.12273 -0.07747 3.154 -1.187 0.385 -0.38
C 1.60006 -0.61769 0.05316 3.252 0.769 -2.218 0.10
H -1.98249 -1.23249 0.11653 0.101 4.326 -0.310 0.31
H -2.03797 0.72263 0.43128 -0.660 -2.748 -1.022 0.28
H 0.09894 2.14665 -0.00089 -0.526 0.946 -0.124 0.39
H 2.05517 -1.59451 -0.15947 2.881 1.384 0.488 0.33
N -1.72926 -0.13415 -0.15659 -1.243 -2.255 1.952 -0.57
N 1.62503 0.67283 -0.09963 2.848 0.133 1.133 -0.58
O 0.43158 -1.08452 -0.08290 -7.020 -0.674 1.164 -0.33
```
Forces are in eV/Å.

Properties
energy above the lowest of the compared OMol25 structures with the same formula, charge and spin	3.1978	eV
SMILES	Nc1cnco1
total charge	0
LUMO	0.71	eV
E_tot	-8200.6877	eV

No. 5
This record from OMol25 describes an isolated molecule of C3H4N2O. The level of theory is ωB97M-V/def2-TZVPD.

XYZ file:
```
10
Properties=species:S:1:pos:R:3:forces:R:3:mulliken_charge:R:1
O 0.81390 -2.13052 0.65668 -0.150 0.701 0.118 -0.49
C 0.58562 -0.96619 0.78625 0.108 -0.509 -0.031 0.57
C 0.98251 0.42102 0.95317 0.358 0.129 0.081 -0.39
N -0.44234 -0.03878 0.70141 -0.162 -0.162 -0.064 -0.31
C -1.05156 0.20661 -0.56057 0.046 -0.117 -0.301 0.03
N -0.41021 0.00566 -1.62878 -0.294 0.125 0.213 -0.54
H 1.12404 0.88332 1.92530 -0.004 -0.054 -0.132 0.23
H 1.49545 0.87488 0.10426 -0.058 -0.105 0.117 0.29
H -2.08545 0.55321 -0.48533 0.109 -0.056 -0.043 0.37
H -0.98823 0.20206 -2.44393 0.046 0.049 0.043 0.25
```
Forces are in eV/Å.

Properties
energy above the lowest of the compared OMol25 structures with the same formula, charge and spin	2.6137	eV
SMILES	[H]/N=C/N1CC1=O
total charge	0
LUMO	0.86	eV
E_tot	-8201.2717	eV

No. 6
This record from OMol25 describes an isolated molecule of C3H4N2O. The level of theory is ωB97M-V/def2-TZVPD.

XYZ file:
```
10
Properties=species:S:1:pos:R:3:forces:R:3:mulliken_charge:R:1
O -1.31992 1.76537 -1.04887 -0.080 -0.136 0.426 -0.59
C -0.70794 0.99120 -0.34354 -0.107 0.299 -0.168 0.37
N -0.17057 1.24212 0.90750 -0.172 -0.020 -0.240 -0.79
N 0.51432 0.12368 1.19347 0.173 -0.354 -0.008 0.38
C 0.58111 -0.84617 0.32492 -0.121 0.251 0.138 -0.25
C -0.22763 -0.39417 -0.83084 0.000 0.076 -0.062 -0.33
H 0.31765 -0.07005 -1.72184 0.418 -0.529 0.039 0.22
H 0.95268 0.09832 2.10920 -0.086 -0.057 -0.159 0.25
H 1.04094 -1.79462 0.57207 0.008 0.205 -0.119 0.42
H -0.98064 -1.11568 -1.16206 -0.034 0.266 0.153 0.31
```
Forces are in eV/Å.

Properties
energy above the lowest of the compared OMol25 structures with the same formula, charge and spin	2.1655	eV
total charge	0
LUMO	0.19	eV
E_tot	-8201.7199	eV

Repeat the fourth record exactly.
This record from OMol25 describes an isolated molecule of C3H4N2O. The level of theory is ωB97M-V/def2-TZVPD.

XYZ file:
```
10
Properties=species:S:1:pos:R:3:forces:R:3:mulliken_charge:R:1
C -0.36766 -0.00148 -0.02401 -2.787 -0.694 -1.448 0.44
C 0.30659 1.12273 -0.07747 3.154 -1.187 0.385 -0.38
C 1.60006 -0.61769 0.05316 3.252 0.769 -2.218 0.10
H -1.98249 -1.23249 0.11653 0.101 4.326 -0.310 0.31
H -2.03797 0.72263 0.43128 -0.660 -2.748 -1.022 0.28
H 0.09894 2.14665 -0.00089 -0.526 0.946 -0.124 0.39
H 2.05517 -1.59451 -0.15947 2.881 1.384 0.488 0.33
N -1.72926 -0.13415 -0.15659 -1.243 -2.255 1.952 -0.57
N 1.62503 0.67283 -0.09963 2.848 0.133 1.133 -0.58
O 0.43158 -1.08452 -0.08290 -7.020 -0.674 1.164 -0.33
```
Forces are in eV/Å.

Properties
energy above the lowest of the compared OMol25 structures with the same formula, charge and spin	3.1978	eV
SMILES	Nc1cnco1
total charge	0
LUMO	0.71	eV
E_tot	-8200.6877	eV

Number 4 is which compound?
C3H4N2O